A structure of composition C24H51O9SSiTl, computed with the ωB97M-V functional and the def2-TZVPD basis.

As for the net charge: +2. The HOMO energy comes out at -14.77 eV. For the calculated total energy, the calculation gives -67536.7985 eV. Its LUMO energy is -8.48 eV. Its energy above the lowest of the compared OMol25 structures with the same formula, charge and spin is 56.8 kJ/mol. For the HOMO-LUMO gap, the calculation gives 6.29 eV.

XYZ file:
```
87
Properties=species:S:1:pos:R:3:forces:R:3:lowdin_charge:R:1
C -2.07231 -1.44022 4.53187 0.07 -0.01 0.03 -0.15
H 2.56333 -4.45435 -2.69203 0.02 0.01 0.01 0.10
C 2.54682 -1.53053 3.37393 -0.03 -0.08 0.03 -0.15
S 0.01719 -1.76315 -0.24892 0.02 0.05 0.41 0.68
O 0.29655 -2.05095 -3.23458 0.01 0.14 0.22 -0.11
H -0.10890 2.92730 -3.09440 -0.01 0.01 -0.04 0.09
C -2.73998 1.35262 -2.16987 0.05 -0.09 -0.04 -0.01
C 3.06249 1.48331 1.74492 0.02 -0.04 0.04 -0.16
H 0.33054 -0.35060 -4.97532 0.01 0.02 -0.05 0.08
H -2.42053 1.65298 -3.16858 0.01 0.02 0.01 0.09
O 0.40344 0.50075 -2.37839 -0.09 0.13 0.14 -0.14
H -4.48779 -0.01246 -0.49141 0.00 0.00 0.02 0.10
H -3.60853 1.95038 -1.89584 0.00 0.01 0.00 0.11
H 3.44484 -2.13749 3.23277 0.00 0.01 -0.02 0.15
H 1.59305 2.98687 -2.57774 -0.01 0.00 0.07 0.08
O -1.94851 -0.93614 -2.47998 0.04 0.11 -0.05 -0.11
H 0.39987 -3.14066 -0.82280 0.49 -0.21 0.15 -0.11
C -3.57162 -0.54020 -0.75435 0.05 -0.04 -0.08 -0.02
H 0.70947 -3.90021 -5.04319 0.01 -0.01 -0.01 0.11
H 2.95912 0.91593 -2.65187 0.01 0.01 -0.02 0.09
H -2.12686 -1.57106 5.61440 0.01 0.00 0.00 0.14
H -2.00857 3.69860 2.43346 -0.01 0.04 -0.04 0.14
H 3.61479 -0.30211 0.70958 -0.01 -0.03 0.02 0.14
H -0.85107 -4.18083 -4.25381 0.01 0.00 0.00 0.10
H -1.69744 0.51168 6.22615 -0.09 -0.01 -0.04 0.14
C -1.19095 0.64970 5.26767 -0.04 0.06 -0.06 -0.17
O 1.88864 1.65083 0.95099 -0.04 0.09 0.14 -0.24
H 2.53120 -0.37881 -3.79021 0.02 0.01 0.00 0.08
H 2.86459 1.81783 2.77022 0.02 0.08 -0.02 0.14
O -1.88039 -0.06205 4.23579 0.15 -0.05 -0.19 -0.20
C 0.91145 2.64518 -3.35641 -0.06 -0.08 0.09 -0.01
H -0.96589 2.72605 5.75682 0.09 0.01 -0.01 0.15
C -0.97881 -2.33098 3.93805 -0.11 0.07 0.01 -0.18
H 1.17931 3.15494 -4.28110 0.03 0.01 0.01 0.10
H -5.05641 0.14395 -3.02203 -0.01 -0.01 0.00 0.10
H 0.01153 4.12234 -0.24401 -0.02 -0.01 -0.04 0.15
H 0.00951 2.39206 -0.65642 0.02 0.04 -0.09 0.09
C 0.26638 0.72629 -4.81610 -0.07 -0.03 0.13 -0.01
H -1.22551 -2.62418 2.90893 0.00 -0.01 -0.01 0.12
C 1.35448 -2.42917 3.55985 0.09 0.01 0.00 -0.17
H 0.95900 3.81625 3.18731 0.02 -0.02 0.02 0.12
O 2.29656 -0.73658 2.21607 0.01 0.04 0.07 -0.26
C -4.15631 -0.44545 -3.19437 0.06 -0.02 0.00 -0.01
Tl -0.20488 0.25776 1.89583 -0.08 0.19 0.02 1.14
H 2.54985 -2.82522 -1.98089 0.02 0.00 -0.02 0.09
H 0.69913 1.22253 -5.68347 0.00 -0.01 -0.01 0.11
C 0.70852 -3.38448 -2.97067 0.15 0.15 -0.01 -0.64
H 2.67878 -0.89321 4.25396 0.05 -0.01 0.00 0.15
C 0.22893 -4.25720 -4.13384 -0.09 -0.08 0.10 0.02
H 3.88990 2.06656 1.33108 0.00 -0.02 0.00 0.15
H 0.35084 -4.83895 -1.34662 0.08 0.11 0.27 0.14
C -0.95744 3.79554 2.15898 -0.02 0.00 0.10 -0.14
H -0.78485 1.01372 -4.75008 0.01 0.02 -0.03 0.09
C 3.40772 0.01790 1.73363 0.04 0.06 -0.09 -0.15
H -2.80916 -0.30124 -0.00793 -0.03 0.01 0.02 0.05
C -1.18406 2.10167 4.88761 0.02 -0.07 -0.11 -0.15
H -3.77401 -0.21418 -4.18860 -0.02 0.01 0.00 0.10
H 0.50213 -5.30004 -3.97685 0.01 0.00 -0.03 0.10
H -1.93460 1.56727 -1.46292 -0.05 0.02 0.01 0.07
H 2.29148 3.24290 -0.30506 0.01 0.01 0.03 0.14
H -3.76887 -1.61222 -0.72587 0.00 0.01 0.02 0.10
O -0.72504 2.79413 1.16924 0.18 -0.03 0.04 -0.25
H -0.89143 -3.23993 4.54051 0.00 -0.04 -0.06 0.14
H -2.16284 2.37691 4.48475 -0.03 0.04 0.06 0.14
H 1.89711 3.68932 1.36029 0.04 -0.02 0.02 0.13
O -0.16966 2.28422 3.88966 0.03 -0.18 -0.12 -0.20
Si -0.36725 -0.89681 -2.29864 -0.03 -0.33 -0.37 0.05
H -0.16460 0.28680 5.35346 0.00 -0.01 0.10 0.13
H -3.03123 -1.72858 4.10324 -0.04 -0.03 0.06 0.14
C -3.10968 -0.12299 -2.14325 -0.11 0.08 0.09 -0.61
H -1.06488 -3.78400 -1.74700 0.03 -0.08 -0.03 0.11
C 0.01898 -3.87043 -1.72055 -0.65 0.01 -0.61 -0.01
O 0.25025 -1.61936 3.93408 0.00 0.05 -0.01 -0.24
H 1.55606 -3.18112 4.32817 -0.01 0.02 0.02 0.15
C 0.20414 3.11512 0.13513 0.01 0.00 0.03 -0.17
H 1.13907 -2.93868 2.61241 0.00 -0.07 0.02 0.13
H -0.79823 4.79367 1.74233 -0.05 0.00 -0.04 0.14
H 4.29877 -0.15633 2.33990 -0.03 -0.02 0.03 0.14
H 2.99522 1.21685 -4.39835 0.02 -0.01 0.00 0.11
C 1.65448 2.99646 0.55128 -0.12 0.03 -0.07 -0.16
C -0.09062 3.61832 3.39505 -0.09 -0.12 -0.11 -0.16
H -4.41945 -1.50243 -3.15986 -0.01 0.01 -0.01 0.10
H -0.42353 4.32504 4.15918 0.05 0.03 0.03 0.14
C 1.01752 1.14304 -3.55854 0.12 0.02 -0.18 -0.59
C 2.22394 -3.42782 -2.83189 -0.07 0.04 0.05 0.00
C 2.46791 0.69357 -3.60058 -0.07 -0.03 0.01 -0.01
H 2.68783 -3.03178 -3.73335 -0.02 -0.01 -0.01 0.10
```
Forces are in eV/Å.